Entry 1:
Density functional theory data (ωB97M-V with the def2-TZVPD basis set) for a structure of composition C32H30AlIN4O2S2.

The geometry in XYZ format:
```
72
Properties=species:S:1:pos:R:3:mulliken_charge:R:1
Al -0.47 -0.29 0.91 0.155
C -1.34 -4.35 2.51 -0.911
C 0.05 -3.83 2.71 0.445
N 0.97 -4.63 3.22 -0.587
C 2.22 -4.18 3.42 -0.993
C 2.66 -2.94 3.03 0.600
C 4.07 -2.51 3.37 -0.903
O 4.73 -1.86 2.29 -0.532
C 1.72 -2.09 2.42 0.464
C 2.11 -0.79 1.95 -0.202
N 1.35 0.05 1.30 0.358
C 1.79 1.41 1.17 -0.116
C 2.89 1.78 0.40 -0.189
C 3.25 3.12 0.33 -0.746
C 2.52 4.08 1.02 -0.598
C 1.42 3.72 1.79 -0.668
C 1.07 2.39 1.84 0.252
I -0.58 1.76 3.01 0.192
C 0.39 -2.52 2.32 0.574
O -0.57 -1.73 1.86 -0.223
H -1.36 -5.41 2.73 0.425
H -1.68 -4.19 1.48 0.103
H -2.05 -3.84 3.17 0.265
H 2.91 -4.89 3.89 0.351
H 4.63 -3.38 3.72 0.460
H 4.03 -1.81 4.20 0.299
H 5.37 -2.46 1.88 0.316
H 3.12 -0.46 2.18 0.796
H 3.45 1.02 -0.12 0.523
H 4.10 3.41 -0.28 0.434
H 2.81 5.13 0.97 0.425
H 0.87 4.47 2.34 0.458
S -1.04 -1.69 -0.99 -0.328
C -2.54 -0.97 -1.28 0.300
N -3.55 -1.64 -1.78 0.142
C -4.68 -0.94 -2.41 -0.740
C -5.02 0.31 -1.68 -0.618
N -3.81 1.11 -1.39 0.100
C -4.05 2.56 -1.26 -1.601
C -4.94 2.87 -0.08 0.988
C -4.74 2.25 1.15 0.232
C -5.55 2.58 2.23 -0.821
C -6.56 3.53 2.09 -0.489
C -6.75 4.14 0.86 -0.644
C -5.95 3.82 -0.22 -0.574
C -2.69 0.53 -1.06 0.536
S -1.40 1.42 -0.38 -0.279
C -3.67 -3.11 -1.72 -1.677
C -4.59 -3.50 -0.58 0.873
C -4.40 -2.99 0.70 0.123
C -5.23 -3.39 1.74 -0.981
C -6.24 -4.31 1.51 -0.527
C -6.43 -4.83 0.24 -0.674
C -5.61 -4.41 -0.81 -0.443
H -5.53 -1.61 -2.41 0.413
H -4.41 -0.74 -3.45 0.368
H -5.52 0.10 -0.73 0.389
H -5.69 0.92 -2.28 0.496
H -4.54 2.88 -2.19 0.460
H -3.10 3.08 -1.20 0.464
H -3.96 1.51 1.28 0.330
H -5.39 2.10 3.19 0.432
H -7.19 3.78 2.93 0.411
H -7.54 4.88 0.74 0.411
H -6.10 4.31 -1.18 0.394
H -2.69 -3.55 -1.62 0.597
H -4.10 -3.45 -2.66 0.444
H -3.59 -2.30 0.91 0.543
H -5.07 -2.99 2.74 0.473
H -6.89 -4.63 2.32 0.422
H -7.21 -5.56 0.05 0.424
H -5.77 -4.82 -1.80 0.402
```

E_HOMO: -13.5840 eV
net charge: +2
frontier orbital gap: 0.2302 hartree
strongest force on any atom: 0.73 eV/Å
E_tot: -80084.4795 eV

Entry 2:
Density functional theory data (ωB97M-V with the def2-TZVPD basis set) for a structure of composition C32H30AuCl5N3O4S.

The geometry in XYZ format:
```
76
Properties=species:S:1:pos:R:3:mulliken_charge:R:1
Au 1.35 -0.36 -0.23 1.337
C -6.36 0.79 -2.03 -0.997
O -5.09 0.78 -1.38 -0.403
C -5.08 0.96 -0.03 0.752
C -6.20 1.18 0.75 -0.381
C -6.07 1.34 2.12 -0.761
C -4.82 1.27 2.72 -1.252
C -3.69 1.03 1.93 -0.117
C -3.82 0.89 0.56 -0.068
N -2.75 0.58 -0.33 0.177
C -1.43 0.76 -0.17 0.192
N -1.05 1.70 0.70 -0.093
C 0.23 2.05 1.11 0.137
C 1.40 1.42 0.76 0.677
C 2.63 1.87 1.21 -1.464
C 2.68 2.97 2.06 -1.332
C 1.51 3.61 2.45 -0.748
C 0.30 3.16 1.98 1.364
O -0.91 3.72 2.26 -0.471
C -1.06 4.37 3.53 -0.940
N -0.57 0.13 -0.95 -0.268
C -0.97 -1.02 -1.66 -0.741
C -1.47 -2.13 -0.93 0.806
C -1.89 -3.27 -1.56 -1.195
C -1.85 -3.32 -2.96 -0.578
C -1.34 -2.27 -3.68 -0.699
C -0.85 -1.12 -3.06 0.551
O -0.35 -0.21 -3.90 -0.532
C 0.57 0.81 -3.49 -0.488
H -6.15 0.66 -3.09 0.251
H -6.87 1.74 -1.88 0.376
H -6.99 -0.03 -1.68 0.418
H -7.19 1.21 0.30 0.439
H -6.95 1.51 2.73 0.402
H -4.71 1.38 3.79 0.413
H -2.73 0.93 2.41 0.580
H -3.04 0.11 -1.18 0.472
H -1.78 2.28 1.09 0.498
H 3.54 1.36 0.95 0.540
H 3.63 3.32 2.43 0.442
H 1.56 4.46 3.11 0.253
H -0.34 5.17 3.66 0.373
H -0.96 3.65 4.34 0.387
H -2.06 4.79 3.53 0.262
H -1.49 -2.05 0.15 0.528
H -2.25 -4.11 -0.98 0.534
H -2.19 -4.21 -3.48 0.427
H -1.28 -2.30 -4.76 0.467
H 0.87 1.32 -4.40 0.371
H 1.45 0.37 -3.02 0.159
H 0.11 1.53 -2.81 0.189
Cl 1.70 -3.23 -2.00 -0.058
C 1.55 -3.49 -0.29 1.247
C 1.48 -2.38 0.56 -1.936
C 1.40 -2.63 1.92 0.596
Cl 1.31 -1.27 3.00 -0.181
C 1.37 -3.92 2.44 0.006
Cl 1.27 -4.19 4.13 -0.184
C 1.43 -5.01 1.56 0.496
Cl 1.39 -6.61 2.18 -0.167
C 1.52 -4.79 0.19 -0.044
Cl 1.59 -6.13 -0.89 -0.181
O 3.54 -0.55 -2.55 -0.748
S 3.85 -0.12 -1.16 0.907
C 5.10 1.20 -1.26 -1.184
C 6.31 0.72 -0.46 -0.494
C 6.38 -0.79 -0.67 -0.718
C 4.97 -1.31 -0.38 -0.637
H 4.66 2.13 -0.90 0.437
H 5.29 1.28 -2.33 0.494
H 6.17 0.95 0.61 0.259
H 7.22 1.22 -0.79 0.382
H 7.12 -1.26 -0.02 0.401
H 6.64 -1.01 -1.70 0.323
H 4.74 -1.32 0.69 0.312
H 4.74 -2.28 -0.82 0.423
```

E_HOMO: -10.8235 eV
net charge: +1
frontier orbital gap: 0.2153 hartree
strongest force on any atom: 0.88 eV/Å
ΔE to the lowest compared entry with this formula, charge and spin: 0.000 eV
E_tot: -123461.8107 eV

Entry 3:
Density functional theory data (ωB97M-V with the def2-TZVPD basis set) for a structure of composition C32H30BBrF4N2O2PPdS2.

The geometry in XYZ format:
```
76
Properties=species:S:1:pos:R:3:mulliken_charge:R:1
Pd 0.02 0.18 -0.43 -0.617
F -4.81 3.33 3.93 -0.227
C -3.70 2.86 3.43 0.590
C -2.54 2.87 4.19 0.292
F -2.54 3.36 5.41 -0.239
C -1.37 2.37 3.64 0.304
F -0.26 2.40 4.36 -0.331
C -1.33 1.83 2.35 -0.237
P 0.26 1.27 1.74 1.033
C 1.31 2.72 1.59 1.124
C 0.97 3.64 0.59 -0.868
C 1.66 4.83 0.48 -0.750
C 2.71 5.10 1.36 -0.712
C 3.04 4.20 2.36 -0.756
C 2.34 3.00 2.48 -0.385
C 0.94 0.02 2.81 1.422
C 2.31 -0.24 2.80 -0.527
C 2.82 -1.23 3.62 -0.895
C 1.97 -1.98 4.43 -0.711
C 0.60 -1.74 4.41 -0.748
C 0.08 -0.75 3.60 -1.077
C -2.51 1.84 1.61 -0.086
Br -2.61 1.17 -0.16 -0.010
C -3.68 2.34 2.14 0.275
F -4.80 2.35 1.44 -0.293
H 0.13 3.44 -0.07 0.515
H 1.39 5.56 -0.27 0.510
H 3.24 6.04 1.29 0.451
H 3.82 4.43 3.07 0.476
H 2.58 2.33 3.30 0.554
H 2.98 0.34 2.18 0.601
H 3.89 -1.41 3.65 0.523
H 2.37 -2.74 5.08 0.470
H -0.06 -2.32 5.04 0.492
H -0.99 -0.56 3.60 0.453
C -0.29 3.08 -2.75 -1.134
C 1.00 2.37 -2.62 0.330
N 1.25 1.33 -1.87 1.011
C 2.55 0.87 -2.03 -0.263
C 3.30 1.62 -2.93 -0.725
S 2.39 2.87 -3.57 -0.031
C 2.93 -0.31 -1.36 -0.129
C 4.14 -1.02 -1.50 -0.652
S 4.06 -2.46 -0.65 -0.017
C 2.43 -2.08 -0.12 0.035
N 2.01 -0.93 -0.55 1.632
C 1.63 -3.03 0.69 -0.528
H -1.04 2.63 -2.11 0.125
H -0.63 3.05 -3.78 0.479
H -0.16 4.13 -2.48 0.358
H 4.33 1.47 -3.21 0.440
H 5.01 -0.74 -2.07 0.451
H 2.24 -3.85 1.07 0.569
H 0.84 -3.43 0.04 0.041
H 1.16 -2.50 1.52 -0.116
C -3.42 -2.14 -4.13 -1.740
C -2.81 -2.37 -2.76 1.352
C -3.87 -2.68 -1.73 -1.803
O -2.17 -1.08 -2.31 -0.496
B -1.11 -1.49 -1.61 0.945
O -0.73 -2.77 -1.66 -0.116
C -1.60 -3.36 -2.74 1.298
C -1.95 -4.77 -2.34 -1.824
C -0.76 -3.33 -4.00 -1.840
H -4.25 -1.44 -4.05 0.462
H -3.81 -3.08 -4.52 0.367
H -2.69 -1.75 -4.83 0.380
H -4.58 -1.85 -1.68 0.474
H -3.45 -2.84 -0.74 0.269
H -4.43 -3.57 -2.00 0.401
H -2.40 -4.81 -1.35 0.378
H -1.06 -5.39 -2.35 0.444
H -2.66 -5.19 -3.05 0.388
H -0.50 -2.31 -4.29 0.299
H -1.30 -3.79 -4.83 0.396
H 0.15 -3.90 -3.84 0.476
```

E_HOMO (alpha / beta): -15.9181 / -16.9308 eV
net charge: +3
spin multiplicity: 5
frontier orbital gap (alpha / beta): 0.2376 / 0.1657 hartree
strongest force on any atom: 0.21 eV/Å
E_tot: -156747.8681 eV

Entry 4:
Density functional theory data (ωB97M-V with the def2-TZVPD basis set) for a structure of composition C32H30BrF4I2N4O3Ta at a distorted geometry.

The geometry in XYZ format:
```
77
Properties=species:S:1:pos:R:3:mulliken_charge:R:1
Ta -0.09 -0.14 -0.77 1.934
I -5.04 -2.49 4.72 0.189
C -3.57 -2.07 3.33 -0.562
C -2.26 -1.87 3.76 -0.299
C -1.26 -1.59 2.83 -0.616
I 0.67 -1.18 3.47 0.114
C -1.60 -1.55 1.49 -0.135
O -0.68 -1.29 0.52 0.067
C -2.90 -1.73 1.05 1.286
C -3.14 -1.66 -0.43 -1.375
N -2.51 -0.48 -1.10 -0.098
C -3.24 0.75 -0.79 -1.833
C -2.69 1.41 0.43 1.359
C -3.52 2.23 1.18 -0.998
C -2.99 2.93 2.25 -0.695
C -1.66 2.73 2.58 -1.466
C -0.91 1.88 1.80 -0.650
N -1.39 1.23 0.72 1.281
C -3.89 -1.99 1.98 -0.783
H -2.01 -1.91 4.81 0.418
H -2.75 -2.56 -0.92 0.395
H -4.22 -1.63 -0.62 0.489
H -2.58 -0.64 -2.10 0.336
H -3.15 1.45 -1.62 0.205
H -4.30 0.55 -0.65 0.593
H -4.56 2.32 0.92 0.566
H -3.62 3.59 2.83 0.480
H -1.21 3.23 3.42 0.579
H 0.09 1.65 2.09 0.701
H -4.92 -2.13 1.66 0.504
C 0.96 3.62 -0.15 -1.168
C 1.83 2.48 0.33 -1.183
N 1.83 1.24 -0.52 0.146
C 2.28 1.63 -1.92 -0.859
C 3.59 2.39 -1.99 -1.521
C 2.81 0.33 0.10 -1.402
C 2.88 -0.97 -0.62 -0.820
N 1.53 -1.38 -0.97 1.426
C 1.41 -2.64 -1.60 0.405
C 0.19 -3.02 -2.11 -0.438
F -0.83 -2.11 -1.96 0.306
C -0.09 -4.20 -2.76 -0.183
F -1.33 -4.41 -3.20 -0.273
C 0.91 -5.13 -2.94 -0.515
C 2.16 -4.79 -2.44 0.056
F 3.17 -5.64 -2.58 -0.280
C 2.42 -3.59 -1.79 0.596
F 3.67 -3.40 -1.36 -0.308
H 0.85 4.34 0.66 0.460
H -0.03 3.30 -0.45 0.021
H 1.41 4.14 -0.99 0.329
H 1.59 2.16 1.33 0.696
H 2.87 2.81 0.37 0.848
H 1.49 2.24 -2.36 0.467
H 2.35 0.71 -2.50 0.610
H 3.53 3.38 -1.52 0.287
H 3.82 2.55 -3.04 0.483
H 4.43 1.85 -1.56 0.340
H 2.51 0.19 1.14 0.396
H 3.80 0.78 0.11 0.654
H 3.34 -1.69 0.06 0.710
H 3.52 -0.92 -1.50 0.539
H 0.74 -6.07 -3.44 0.566
Br -3.23 4.82 -5.50 -0.126
C -1.99 3.42 -5.46 -0.449
C -1.38 3.00 -6.64 -0.304
C -0.47 1.95 -6.63 -0.925
C -0.17 1.30 -5.44 -0.640
C -0.78 1.74 -4.26 0.431
C -1.69 2.80 -4.27 -0.103
C -0.50 1.07 -3.01 0.378
O 0.12 -0.04 -2.92 -0.750
O -0.85 1.55 -1.87 -0.831
H -1.63 3.49 -7.57 0.449
H 0.01 1.64 -7.55 0.458
H 0.53 0.48 -5.42 0.536
H -2.14 3.15 -3.34 0.502
```

E_HOMO: -13.3176 eV
net charge: +2
frontier orbital gap: 0.2489 hartree
strongest force on any atom: 2.34 eV/Å
ΔE to the lowest compared entry with this formula, charge and spin: 0.218 eV
E_tot: -144428.7312 eV

Entry 5:
Density functional theory data (ωB97M-V with the def2-TZVPD basis set) for a structure of composition C32H30CaCl6F2Li2N5O19P2S3 at a distorted geometry.

The geometry in XYZ format:
```
102
Properties=species:S:1:pos:R:3:mulliken_charge:R:1
C 6.09 0.31 2.63 0.067
C 5.11 1.05 2.66 -1.721
C 3.94 1.85 2.10 1.038
C 2.52 1.30 2.25 -0.148
S 2.13 -0.31 3.05 1.605
C 0.66 -1.16 2.34 -0.719
O 1.88 0.00 4.48 -0.687
O 3.23 -1.28 3.02 -0.605
C 1.44 2.18 1.73 0.781
C -0.11 1.86 1.81 -0.568
O -0.65 1.44 0.83 -0.045
O -0.87 2.11 2.99 -0.262
P -0.87 3.74 3.40 0.987
N 0.54 4.22 3.99 -0.541
O -1.22 4.65 2.05 -0.453
O -2.03 4.06 4.63 -0.702
C 1.79 3.49 1.10 -0.097
C 3.20 3.92 1.00 0.031
P 3.46 5.64 0.23 0.313
O 3.28 5.53 -1.27 -0.579
N 4.21 3.09 1.50 0.354
C 5.65 3.50 1.42 -0.819
C 6.20 4.04 2.84 -0.884
H 6.99 -0.36 2.72 0.561
H 0.32 -0.73 1.35 -0.001
H -0.20 -0.96 3.07 0.379
H 0.77 -2.28 2.31 0.454
H 0.43 4.59 4.95 -0.091
H -2.12 4.39 1.71 0.384
H -2.19 5.04 4.65 0.474
H 0.96 4.17 0.72 0.339
H 4.77 6.14 0.54 0.158
H 2.55 6.57 0.84 0.167
H 5.82 4.36 0.71 0.438
H 6.30 2.66 1.02 0.348
H 6.34 3.20 3.59 0.341
H 7.14 4.63 2.67 0.377
H 5.35 4.67 3.26 0.258
N -3.94 1.66 0.87 0.524
C -5.00 1.41 1.68 -0.592
C -6.12 1.93 1.09 -0.781
C -5.71 2.51 -0.15 -0.329
C -4.36 2.32 -0.25 -0.944
H -2.99 1.39 1.06 0.089
H -4.87 0.88 2.62 0.578
H -7.12 1.90 1.49 0.447
H -6.34 3.01 -0.87 0.497
H -3.66 2.60 -1.03 0.498
C -4.72 -2.64 -1.47 -0.978
C -3.98 -1.45 -1.42 -0.265
C -2.62 -1.47 -1.68 -0.171
C -1.98 -2.67 -1.97 -0.110
C -2.71 -3.86 -2.00 0.404
C -4.08 -3.84 -1.76 -0.725
C -2.04 -5.16 -2.26 0.403
O -2.67 -6.20 -2.28 -0.672
C -0.57 -5.17 -2.48 0.378
C 0.10 -6.38 -2.67 -0.691
C 1.47 -6.39 -2.89 -0.564
C 2.18 -5.19 -2.93 -0.998
C 1.52 -3.99 -2.74 -0.534
C 0.15 -3.97 -2.50 0.605
C -0.53 -2.67 -2.26 0.537
O 0.10 -1.62 -2.29 -0.779
H -5.78 -2.62 -1.28 0.486
H -4.48 -0.52 -1.19 0.534
H -2.05 -0.54 -1.65 0.613
H -4.66 -4.76 -1.79 0.462
H -0.45 -7.31 -2.64 0.504
H 2.00 -7.32 -3.03 0.813
H 3.25 -5.20 -3.10 0.482
H 2.08 -3.06 -2.76 0.334
C 3.52 -6.71 0.05 -0.319
Cl 4.74 -7.56 -0.93 -0.149
Cl 3.79 -4.98 0.03 -0.018
H 2.52 -6.93 -0.35 0.143
H 3.58 -7.07 1.08 0.450
N -5.32 -1.89 3.22 0.973
O -4.40 -2.62 2.79 -0.652
O -5.06 -1.04 4.11 -0.678
O -6.47 -1.99 2.78 -0.622
N 0.10 2.64 -3.49 -0.276
S -1.43 2.74 -3.11 1.102
O -2.04 1.58 -2.52 -0.261
O -2.27 3.55 -3.94 -0.591
F -1.31 3.69 -1.81 -0.332
S 0.32 1.68 -4.71 0.922
O 1.71 1.30 -4.89 -0.748
O -0.38 1.96 -5.92 -0.531
F -0.32 0.30 -4.25 -0.127
Li 2.51 0.09 -3.35 0.932
Ca 3.34 -9.42 -0.88 0.746
C 6.75 -2.05 0.53 0.872
O 5.96 -1.15 0.20 -0.589
O 7.04 -2.36 1.72 -0.569
O 7.38 -2.79 -0.28 -0.522
Li -0.95 4.22 6.17 0.915
C -7.11 1.57 -4.12 0.221
Cl -7.59 0.23 -3.05 -0.082
Cl -7.40 1.11 -5.81 -0.108
Cl -8.05 3.01 -3.72 -0.104
Cl -5.38 1.90 -3.89 0.013
```

E_HOMO: -7.6401 eV
net charge: +1
frontier orbital gap: 0.0625 hartree
strongest force on any atom: 6.01 eV/Å
ΔE to the lowest compared entry with this formula, charge and spin: 4.641 eV
E_tot: -230500.1605 eV

Entry 6:
Density functional theory data (ωB97M-V with the def2-TZVPD basis set) for a structure of composition C32H30ClIrN5O2S.

The geometry in XYZ format:
```
72
Properties=species:S:1:pos:R:3:mulliken_charge:R:1
Ir 0.22 0.92 -0.51 0.883
N 3.16 -0.39 -3.44 -0.511
C 2.21 -0.17 -2.49 0.737
S 2.10 1.42 -1.82 -0.769
N 1.46 -1.22 -2.20 -1.804
N 0.56 -0.95 -1.23 1.571
C -0.18 -1.91 -0.76 0.236
C -0.01 -3.32 -1.16 -0.428
C -1.05 -4.05 -1.73 0.184
C -0.87 -5.38 -2.09 -0.893
C 0.36 -5.99 -1.87 -0.427
C 1.40 -5.26 -1.30 -0.829
C 1.22 -3.94 -0.95 -0.173
C -1.17 -1.48 0.23 0.360
C -2.00 -2.37 0.91 -0.640
C -2.90 -1.87 1.84 -0.912
C -2.94 -0.51 2.09 -1.120
C -2.08 0.32 1.39 -0.080
N -1.23 -0.15 0.48 0.425
H 3.88 0.31 -3.54 0.242
H 3.41 -1.35 -3.62 0.248
H -2.01 -3.56 -1.91 0.550
H -1.68 -5.93 -2.54 0.400
H 0.50 -7.03 -2.14 0.372
H 2.36 -5.74 -1.13 0.405
H 2.02 -3.35 -0.52 0.472
H -1.93 -3.43 0.71 0.604
H -3.55 -2.55 2.38 0.428
H -3.61 -0.09 2.82 0.486
H -2.04 1.39 1.55 0.336
O 0.36 1.73 3.02 -0.717
C 1.29 1.09 2.55 -0.312
N 1.45 0.61 1.28 0.537
C 2.53 -0.27 1.26 0.139
O 2.85 -1.02 0.36 -0.625
C 3.22 -0.20 2.60 -0.082
C 4.35 -0.82 3.08 -0.338
C 4.71 -0.57 4.41 -0.501
C 3.93 0.26 5.21 -0.477
C 2.78 0.87 4.71 -0.444
C 2.45 0.62 3.40 0.449
H 4.94 -1.48 2.45 0.485
H 5.59 -1.04 4.82 0.384
H 4.23 0.43 6.24 0.387
H 2.16 1.51 5.33 0.492
C 1.73 4.23 0.17 -1.516
C 0.36 4.05 -0.46 0.895
C -0.47 5.32 -0.28 -1.754
C -0.36 2.83 0.13 -1.059
H 2.29 5.04 -0.30 0.404
H 2.32 3.32 0.11 0.241
H 1.62 4.47 1.24 0.326
H 0.49 3.90 -1.54 0.107
H -0.66 5.50 0.79 0.318
H -1.44 5.23 -0.77 0.337
H 0.03 6.20 -0.69 0.457
H -1.43 2.92 -0.10 0.320
H -0.29 2.92 1.22 0.650
Cl -6.73 -0.23 -1.30 -0.281
C -5.06 0.23 -1.61 0.448
C -4.16 -0.73 -2.03 -1.017
C -2.84 -0.36 -2.27 -0.063
C -2.39 0.95 -2.08 -0.200
C -0.95 1.30 -2.24 -1.498
C -3.35 1.89 -1.68 0.193
C -4.67 1.54 -1.44 -0.982
H -4.48 -1.76 -2.17 0.452
H -2.13 -1.11 -2.60 0.498
H -0.85 2.35 -2.52 0.662
H -0.55 0.71 -3.07 0.534
H -3.04 2.92 -1.54 0.376
H -5.40 2.28 -1.12 0.422
```

E_HOMO: -4.3923 eV
net charge: -1
frontier orbital gap: 0.2501 hartree
strongest force on any atom: 0.79 eV/Å
ΔE to the lowest compared entry with this formula, charge and spin: 0.000 eV
E_tot: -71418.1901 eV